{
  "formula": "C34H54BrClN2O4PPtSi2",
  "method": "wB97M-V/def2-TZVPD",
  "elements": ["Pt", "C", "C", "C", "P", "C", "C", "C", "C", "C", "C", "C", "C", "C", "C", "N", "C", "C", "C", "C", "C", "C", "C", "C", "C", "H", "H", "H", "H", "H", "H", "H", "H", "H", "H", "H", "H", "H", "H", "H", "H", "H", "H", "H", "H", "H", "H", "H", "H", "H", "H", "H", "H", "H", "H", "H", "O", "Cl", "O", "O", "O", "Br", "C", "C", "C", "C", "C", "N", "H", "H", "H", "H", "C", "Si", "C", "C", "C", "Si", "C", "C", "C", "H", "H", "H", "H", "H", "H", "H", "H", "H", "H", "H", "H", "H", "H", "H", "H", "H", "H", "H"],
  "positions_angstrom": [[0.223224, 0.291675, -0.041445], [0.816737, 0.679904, 4.772713], [0.330984, 1.005480, 3.353477], [-1.134013, 1.383771, 3.403644], [0.742554, -0.195491, 2.003637], [2.512122, -0.553521, 2.423460], [3.168090, -1.598421, 1.542310], [3.411448, 0.674164, 2.555927], [-0.062404, -1.790153, 2.242548], [-0.191607, -2.461426, 3.456527], [-0.658860, -3.762392, 3.527721], [-0.803604, -4.478785, 4.840009], [-0.964691, -4.398462, 2.316936], [-0.826015, -3.778813, 1.098787], [-0.379847, -2.438810, 1.023073], [-0.264476, -1.738360, -0.131438], [-0.377167, -2.436070, -1.363273], [-1.613890, -2.479882, -2.024629], [-2.850130, -1.896806, -1.405488], [-1.697927, -3.079526, -3.275039], [-0.591657, -3.643741, -3.890370], [-0.694572, -4.250320, -5.261094], [0.614350, -3.631345, -3.200541], [0.736823, -3.048087, -1.948046], [2.046054, -3.059256, -1.231415], [0.639130, 1.559052, 5.397342], [1.875576, 0.449448, 4.836097], [0.253793, -0.138031, 5.220536], [0.880479, 1.888440, 3.012440], [-1.772260, 0.527458, 3.625367], [-1.444449, 1.806516, 2.456658], [-1.291354, 2.139909, 4.176294], [2.368483, -1.003340, 3.417354], [3.355172, -1.195128, 0.551428], [2.565540, -2.503446, 1.469954], [4.132392, -1.864193, 1.980607], [3.590848, 1.129803, 1.585165], [4.375640, 0.362484, 2.963153], [3.009655, 1.438025, 3.217807], [0.096984, -1.965953, 4.374190], [-0.560963, -3.815363, 5.670046], [-0.140618, -5.345063, 4.906506], [-1.823119, -4.839506, 4.995380], [-1.313861, -5.425767, 2.335655], [-1.056535, -4.313086, 0.186372], [-3.514754, -1.482545, -2.165542], [-2.597947, -1.117556, -0.693481], [-3.408877, -2.661915, -0.859211], [-2.655869, -3.081970, -3.785838], [-1.366838, -5.111163, -5.269528], [0.280892, -4.584078, -5.613169], [-1.080439, -3.528521, -5.984205], [1.494794, -4.068749, -3.656775], [2.831250, -3.477822, -1.858609], [1.975352, -3.649213, -0.314577], [2.332348, -2.047513, -0.951450], [5.496986, 0.791273, -1.138990], [4.272911, 1.546928, -1.140019], [4.373225, 2.643537, -0.207924], [4.012652, 2.049113, -2.461136], [3.189836, 0.671049, -0.715213], [2.776085, -0.862542, -3.637843], [1.122496, 0.016806, -3.860279], [0.806785, 0.464516, -5.141743], [-0.454330, 0.975548, -5.359393], [-1.359980, 0.991310, -4.305771], [-0.931818, 0.535098, -3.076963], [0.301103, 0.088841, -2.826773], [1.542404, 0.394082, -5.927895], [-0.732691, 1.337176, -6.340425], [-2.371807, 1.352306, -4.420034], [-1.606930, 0.529187, -2.235341], [-3.296522, 0.813710, 1.147481], [-2.499129, 2.269795, 0.209160], [-3.474189, 2.369103, -1.423335], [-3.108319, 3.779589, 1.179804], [-0.663668, 2.284789, -0.201632], [0.425823, 3.795801, 0.019940], [1.609325, 3.833450, 1.480975], [1.366647, 3.996288, -1.592676], [-0.514464, 5.444496, 0.195810], [-2.681922, -0.082997, 1.212602], [-3.561898, 1.113358, 2.160157], [-4.225730, 0.546363, 0.639240], [-4.543677, 2.450258, -1.222412], [-3.340068, 1.496113, -2.056808], [-3.169906, 3.246723, -1.996070], [-4.175511, 3.638458, 1.364378], [-2.973883, 4.722834, 0.655484], [-2.619717, 3.868226, 2.150874], [-0.682797, 2.320074, -1.305043], [2.274027, 2.975634, 1.492642], [1.059406, 3.910454, 2.422724], [2.236280, 4.721472, 1.396960], [1.880236, 3.096638, -1.912270], [2.117581, 4.783000, -1.516116], [0.656007, 4.282815, -2.374343], [-0.970139, 5.598136, 1.174320], [-1.293390, 5.559310, -0.559131], [0.210700, 6.245342, 0.039071]],
  "forces_ev_per_angstrom": [[-1.01, 0.14, -0.51], [-0.02, 0.02, -0.03], [0.16, 0.02, 0.08], [-0.06, 0.00, -0.08], [-0.02, 0.12, 0.49], [-0.04, 0.13, 0.13], [-0.01, -0.10, -0.02], [-0.06, 0.03, -0.06], [0.09, -0.07, -0.07], [-0.04, -0.03, -0.03], [-0.01, 0.00, -0.11], [-0.01, -0.05, 0.08], [0.02, -0.03, 0.11], [0.01, 0.02, -0.03], [-0.07, 0.32, 0.07], [0.75, -0.39, -0.02], [-0.25, 0.04, -0.04], [0.09, -0.02, -0.01], [-0.04, 0.00, 0.05], [-0.02, 0.08, 0.02], [0.14, -0.04, 0.04], [-0.01, -0.03, -0.09], [-0.15, -0.03, -0.08], [-0.09, -0.03, 0.06], [0.02, 0.00, 0.08], [0.01, 0.01, -0.01], [0.07, -0.04, -0.02], [-0.04, -0.03, -0.02], [0.00, -0.06, 0.00], [0.00, -0.04, 0.01], [-0.01, 0.01, -0.02], [-0.02, 0.01, 0.02], [0.01, 0.02, -0.05], [0.02, 0.02, -0.01], [-0.01, 0.01, 0.00], [0.03, -0.03, 0.02], [0.02, -0.01, -0.03], [0.03, -0.03, -0.02], [-0.04, 0.04, 0.07], [0.00, 0.02, 0.04], [0.01, 0.01, 0.03], [0.01, -0.01, -0.01], [-0.01, 0.00, -0.01], [-0.02, -0.03, 0.03], [-0.01, 0.00, -0.02], [-0.01, -0.01, -0.04], [0.01, 0.09, 0.06], [0.00, 0.01, 0.03], [-0.03, -0.01, -0.04], [-0.01, 0.00, 0.01], [0.02, -0.01, -0.01], [-0.01, 0.00, 0.00], [0.03, -0.02, -0.03], [0.03, -0.04, -0.01], [0.01, 0.00, 0.00], [-0.01, 0.00, -0.02], [0.23, -0.11, 0.00], [0.13, -0.21, 0.19], [-0.04, 0.15, 0.09], [-0.15, 0.07, -0.19], [-0.14, 0.17, -0.17], [0.06, 0.28, -0.04], [0.11, -0.21, 0.07], [0.02, -0.03, 0.12], [-0.10, 0.01, 0.05], [0.05, -0.01, -0.06], [-0.14, 0.13, -0.08], [0.03, 0.08, 0.09], [0.02, 0.00, -0.01], [-0.02, 0.01, -0.02], [-0.02, 0.02, -0.03], [-0.05, -0.03, 0.03], [0.05, 0.03, -0.19], [-0.07, 0.20, -0.16], [0.11, 0.08, 0.18], [-0.02, -0.17, 0.01], [0.56, -0.22, 0.33], [-0.01, 0.14, -0.10], [-0.22, -0.04, -0.10], [-0.14, 0.11, 0.15], [0.07, -0.12, -0.03], [0.10, -0.03, 0.02], [-0.02, 0.01, 0.06], [-0.04, -0.03, -0.06], [-0.07, 0.05, 0.07], [-0.01, -0.14, -0.07], [0.03, 0.06, -0.06], [-0.09, 0.01, 0.03], [-0.03, -0.03, -0.06], [0.06, 0.01, 0.07], [0.01, -0.07, -0.02], [0.07, -0.12, 0.02], [0.02, -0.04, 0.07], [0.04, 0.09, -0.04], [0.09, -0.20, -0.02], [0.06, 0.06, 0.00], [-0.02, 0.01, -0.05], [0.02, -0.04, 0.04], [-0.04, 0.01, -0.08], [0.07, 0.08, -0.01]],
  "total_energy_ev": -158158.365,
  "total_charge": -1,
  "relative_energy_kcal_mol": 13.70,
  "lumo_ha": 0.0859,
  "e_homo_ev": -4.542,
  "orbital_gap_ev": 6.880
}

{
  "formula": "C34H54O30",
  "method": "wB97M-V/def2-TZVPD",
  "elements": ["C", "C", "C", "O", "C", "O", "O", "H", "H", "H", "H", "H", "H", "C", "C", "C", "O", "C", "O", "O", "H", "H", "H", "H", "H", "H", "C", "C", "O", "C", "O", "O", "C", "H", "H", "H", "H", "H", "H", "H", "H", "C", "C", "O", "C", "O", "O", "C", "H", "H", "H", "H", "H", "H", "H", "H", "C", "O", "C", "O", "O", "C", "H", "H", "H", "H", "H", "H", "O", "C", "O", "C", "C", "O", "H", "H", "H", "H", "O", "C", "O", "C", "C", "O", "H", "H", "H", "H", "O", "C", "O", "C", "C", "O", "H", "H", "H", "H", "O", "C", "O", "C", "C", "O", "H", "H", "H", "H", "O", "C", "O", "C", "C", "O", "H", "H", "H", "H"],
  "positions_angstrom": [[6.680109, 0.125633, -6.994315], [7.041609, 0.776063, -8.268325], [8.125329, -0.010977, -9.032755], [7.524249, -0.140887, -10.337605], [6.218799, 0.194883, -10.314815], [5.389099, 0.206073, -11.216955], [5.901579, 0.617753, -9.110485], [6.099379, 0.774693, -6.338905], [7.599879, -0.050727, -6.436615], [6.187549, -0.844997, -7.052255], [7.418079, 1.781593, -8.080565], [8.128339, -1.083017, -8.835795], [9.098559, 0.478963, -9.003005], [-1.085451, -8.918707, 2.475135], [-0.493231, -10.285607, 2.280205], [-1.423361, -11.480027, 2.353655], [-1.276501, -12.242417, 1.183975], [-0.514461, -11.561147, 0.390285], [-0.211381, -11.867727, -0.779925], [-0.024861, -10.494147, 0.995965], [-1.977091, -8.908947, 1.848245], [-0.374801, -8.194637, 2.076635], [-1.621071, -8.520307, 3.336815], [0.317769, -10.407727, 2.998165], [-2.451251, -11.153517, 2.511505], [-1.137021, -12.141117, 3.171625], [-6.925811, 8.983183, -5.244015], [-6.088581, 8.483653, -6.448005], [-4.885731, 7.867123, -5.952515], [-4.857821, 6.563413, -5.790255], [-5.785281, 5.742413, -5.949965], [-3.582881, 6.242333, -5.429535], [-3.209981, 4.930493, -5.157285], [-6.348621, 9.524313, -4.494275], [-7.347451, 8.152593, -4.677935], [-7.723021, 9.640903, -5.590365], [-5.688671, 9.366393, -6.946935], [-6.625951, 7.818353, -7.123805], [-2.183341, 4.854163, -5.515465], [-3.877351, 4.183183, -5.586525], [-3.065151, 4.575353, -4.136995], [3.670189, 5.564563, 4.667215], [4.917949, 6.090793, 5.494995], [4.585269, 7.312143, 6.216565], [4.533059, 8.556843, 5.650125], [3.973799, 9.474713, 6.173585], [5.191159, 8.681273, 4.518225], [5.166199, 9.908053, 3.901875], [3.702459, 6.161463, 3.755755], [2.790699, 5.832983, 5.252495], [3.826349, 4.511703, 4.432285], [5.732929, 6.289353, 4.798955], [5.336729, 5.374513, 6.201875], [6.125339, 9.883773, 3.384615], [4.988469, 10.797663, 4.506115], [4.441949, 10.070693, 3.103695], [-7.288691, -2.732857, 0.796325], [-7.482411, -1.600707, 1.502975], [-8.563771, -1.537067, 2.345915], [-9.461411, -2.391787, 2.503945], [-8.533931, -0.462537, 3.036115], [-9.464321, -0.130927, 4.072075], [-8.095881, -3.118957, 0.173845], [-6.812771, -3.559857, 1.323265], [-6.476901, -2.552347, 0.091695], [-9.348081, -0.810087, 4.916665], [-10.496441, -0.219167, 3.732895], [-9.233141, 0.920463, 4.243045], [1.017489, -1.630077, 6.419755], [0.962629, -0.979277, 7.448465], [1.517139, 0.223933, 7.774015], [1.069849, 0.732443, 9.017855], [0.349819, -0.499007, 9.556785], [0.286679, -1.410687, 8.521925], [1.853269, 1.025933, 9.716575], [0.351489, 1.551943, 8.996265], [-0.675801, -0.217827, 9.795815], [0.895939, -0.779697, 10.457375], [4.618029, -6.445287, 1.635435], [4.898669, -5.195277, 1.425325], [4.607669, -4.219627, 2.271805], [5.098209, -3.007037, 1.715735], [5.303109, -3.227617, 0.257995], [5.234779, -4.642767, 0.223825], [4.409179, -2.177337, 1.873585], [6.041349, -2.675357, 2.149995], [6.237199, -2.917577, -0.210455], [4.504069, -2.829197, -0.367205], [1.448109, -7.517367, -9.713645], [1.613049, -6.471177, -9.130145], [1.878279, -6.367217, -7.790445], [2.152149, -4.925247, -7.586275], [1.840089, -4.213477, -8.853535], [1.802809, -5.321277, -9.771065], [1.479269, -4.517527, -6.831905], [3.160199, -4.663217, -7.264905], [2.751139, -3.715727, -9.185695], [0.910069, -3.669327, -9.018005], [0.991189, -0.464727, -3.236785], [0.639049, -0.707967, -2.066615], [0.543399, 0.174813, -1.097065], [0.175759, -0.419367, 0.089425], [-0.017161, -1.929447, -0.251765], [0.254259, -1.915337, -1.672785], [0.824979, -0.455497, 0.964245], [-0.792671, -0.003977, 0.368135], [-1.075081, -2.123727, -0.075235], [0.541409, -2.553017, 0.446285], [-4.075181, 3.261033, 3.675905], [-4.275621, 3.289543, 4.876865], [-4.791531, 4.292253, 5.536125], [-5.365221, 3.753453, 6.790655], [-4.678481, 2.429283, 6.869325], [-3.973881, 2.268173, 5.694195], [-5.185091, 4.279713, 7.728045], [-6.441621, 3.741053, 6.619425], [-5.427981, 1.639173, 6.823865], [-4.155391, 2.253983, 7.809405]],
  "forces_ev_per_angstrom": [[0.50, -0.08, 2.15], [0.45, -1.75, -0.17], [-1.55, -0.87, -0.51], [0.22, 0.72, -1.75], [-1.51, 0.74, -2.21], [2.49, -0.72, 1.51], [-0.40, 1.48, 1.18], [-0.26, 0.00, -0.19], [0.20, -0.05, 0.17], [-0.05, 0.15, -0.51], [-0.72, 0.40, -0.51], [0.75, 0.20, 1.37], [-0.10, -0.23, -0.52], [-1.35, 0.65, -1.77], [-0.10, -0.95, 2.01], [-1.03, -0.54, 2.69], [-1.23, -0.57, 0.48], [2.26, -0.76, -5.52], [-1.11, 0.86, 3.69], [1.62, 2.01, -1.58], [0.09, 0.21, -0.94], [-0.14, 0.17, 0.21], [1.10, -0.76, 1.04], [0.33, -0.14, -0.19], [-0.19, -0.25, -0.29], [-0.24, 0.08, 0.16], [0.01, -0.61, -0.23], [-0.03, 0.95, 1.31], [0.07, -0.17, -0.17], [-1.17, -2.99, 0.03], [2.39, 2.37, 0.41], [-1.22, 1.39, 0.29], [0.82, -1.84, -0.32], [0.39, 0.18, -0.41], [-0.23, -0.14, -0.29], [-0.07, -0.11, -0.01], [-0.22, -0.19, -0.38], [0.06, 0.06, 0.15], [-0.18, -0.23, -0.61], [0.08, 0.25, -0.47], [-0.69, 1.07, 0.71], [1.91, 1.32, 1.02], [-0.42, 0.29, -1.24], [-0.05, 0.34, -0.37], [-0.42, -0.73, 1.02], [-0.31, -0.21, 0.52], [-0.17, -2.17, 0.13], [0.84, 2.06, -1.94], [-0.41, -0.20, -0.13], [-0.16, -0.58, -0.20], [-0.43, 0.06, 0.12], [0.01, 0.17, -0.03], [-0.53, 0.23, 0.36], [0.10, 0.83, 0.09], [0.60, -0.46, 0.65], [-0.54, -0.96, -0.01], [1.61, -2.73, -2.37], [-1.86, 2.22, 2.34], [-2.30, -3.82, -0.03], [2.49, 1.51, -1.09], [1.38, 2.35, 0.34], [-0.34, -0.30, -0.68], [-0.48, 0.27, 0.49], [-0.65, -0.11, 0.86], [-0.09, 0.66, -0.25], [0.24, 0.29, 0.08], [0.08, -0.06, -0.21], [-0.08, -0.29, 0.52], [0.41, 2.19, 2.03], [-0.13, -1.17, -0.99], [0.76, 0.65, -1.67], [-0.77, -0.86, 0.62], [-0.74, 1.58, 1.59], [-0.02, -1.25, -0.21], [0.49, -0.06, -0.67], [0.27, 0.23, -0.97], [0.03, -0.27, 0.41], [-0.28, -1.04, -0.16], [2.10, 6.54, -1.16], [-2.79, -5.58, -0.59], [0.59, 0.56, 0.52], [0.42, 2.35, 0.78], [-0.55, -0.85, -0.85], [0.53, -2.18, -0.15], [-0.29, -0.36, 0.34], [0.03, -0.49, 0.54], [0.14, 0.08, 0.52], [-0.19, -0.07, 0.04], [-0.33, 1.27, 1.12], [1.27, -2.46, -0.87], [-0.04, 2.34, -0.65], [-1.12, 0.12, 1.96], [1.17, -1.05, -2.18], [-0.80, 0.14, -0.51], [0.04, -0.56, 0.42], [0.14, -0.95, -0.03], [-0.55, 0.93, 0.08], [0.22, 0.22, 0.65], [-1.04, -0.55, 3.81], [1.10, 0.27, -4.77], [1.36, 1.55, -0.05], [-1.76, -1.96, 1.66], [-1.38, 1.82, -0.07], [0.20, -1.63, 1.08], [0.68, 1.27, -0.46], [0.19, 0.18, 0.28], [0.06, -0.56, -0.42], [0.59, -0.40, -1.03], [-0.18, 0.21, 2.17], [1.26, -0.82, -3.47], [-1.19, 1.32, 2.03], [-0.02, 0.81, -0.65], [-1.95, -2.03, 1.16], [1.16, -0.21, -0.67], [0.33, 0.92, -0.66], [0.08, -0.31, 0.08], [-0.23, -0.16, 0.42], [0.74, 0.26, -0.41]],
  "total_energy_ev": -97552.852,
  "relative_energy_kcal_mol": 0.00,
  "lumo_ha": -0.0084,
  "e_homo_ev": -10.418,
  "orbital_gap_ev": 10.189,
  "smiles": "C[C@H]1COC(=O)O1.C[C@H]1COC(=O)O1.CCOC(=O)OC.CCOC(=O)OC.COC(=O)OC.O=C1OCCO1.O=C1OCCO1.O=C1OCCO1.O=C1OCCO1.O=C1OCCO1"
}